{"formula": "C18H18N8O4S2Ti", "method": "ωB97M-V/def2-TZVPD", "spin_multiplicity": 1, "homo_lumo_gap_ev": [4.824, 4.823], "total_energy_ha": -3081.820001, "homo_ev": [-5.85, -5.85], "relative_energy_kcal_mol": 16.09, "species": ["Ti", "O", "C", "O", "C", "C", "C", "C", "C", "N", "C", "O", "O", "H", "H", "H", "H", "N", "C", "N", "C", "N", "N", "C", "N", "C", "C", "C", "C", "C", "N", "H", "H", "H", "H", "H", "H", "H", "H", "C", "S", "C", "H", "H", "H", "H", "H", "H", "S", "C", "N"], "coordinates": [[-0.572, -0.536, 0.093], [2.246, 0.182, 3.044], [1.142, -0.155, 2.338], [1.098, 0.078, 1.072], [0.031, -0.709, 2.945], [-0.212, -1.151, 4.276], [-1.415, -1.710, 4.571], [-2.435, -1.861, 3.561], [-2.178, -1.398, 2.325], [-0.986, -0.810, 2.012], [-3.074, -1.431, 1.106], [-4.194, -1.864, 1.120], [-2.442, -0.906, 0.051], [2.852, 0.620, 2.434], [0.564, -1.052, 5.025], [-1.611, -2.059, 5.577], [-3.384, -2.334, 3.772], [-1.092, 2.240, 1.928], [-0.926, 2.554, 0.649], [-0.851, 3.840, 0.310], [-0.647, 4.061, -0.982], [-0.529, 5.334, -1.383], [-0.538, 3.108, -1.936], [-0.615, 1.884, -1.498], [-0.806, 1.523, -0.232], [-0.548, 0.767, -2.483], [-0.543, 1.002, -3.837], [-0.582, -0.083, -4.702], [-0.625, -1.355, -4.174], [-0.607, -1.507, -2.799], [-0.554, -0.468, -1.968], [-1.302, 2.996, 2.557], [-1.370, 1.295, 2.166], [-0.716, 6.063, -0.718], [-0.494, 5.538, -2.365], [-0.529, 2.026, -4.184], [-0.591, 0.067, -5.774], [-0.667, -2.227, -4.812], [-0.625, -2.484, -2.337], [3.262, -2.231, -0.476], [2.615, -0.977, -1.590], [3.576, 0.458, -1.059], [4.291, -2.485, -0.726], [2.628, -3.110, -0.587], [3.185, -1.879, 0.554], [3.872, 0.320, -0.020], [2.940, 1.340, -1.128], [4.461, 0.597, -1.677], [-0.417, -5.143, -0.126], [-0.154, -3.563, -0.001], [0.067, -2.406, 0.090]], "forces_ev_per_a": [[0.3, -0.3, 3.1], [0.0, 0.0, -0.1], [0.1, -0.1, 0.2], [-0.1, 0.1, 0.4], [-0.1, 0.0, -0.1], [-0.2, -0.1, 0.1], [0.0, 0.0, 0.2], [0.0, 0.0, 0.3], [0.0, 0.1, -0.3], [0.2, 0.3, -0.8], [0.2, 0.0, 0.3], [-0.1, 0.0, -0.2], [-0.5, -0.2, 0.3], [0.0, 0.0, 0.0], [0.0, 0.0, 0.0], [0.0, 0.0, 0.0], [0.0, 0.0, 0.0], [-0.4, 0.2, 0.2], [0.2, -0.2, 0.1], [0.0, -0.2, 0.0], [0.0, 0.0, -0.1], [-0.1, 0.0, 0.0], [0.2, 0.6, -0.4], [-0.3, -0.1, -0.2], [0.0, 0.8, -0.4], [0.0, 0.2, 0.0], [0.0, 0.2, -0.3], [0.0, 0.2, -0.1], [0.0, -0.2, 0.0], [0.0, -0.1, 0.1], [-0.3, 0.2, -1.6], [0.0, 0.0, 0.0], [0.2, -0.1, 0.0], [0.0, 0.0, 0.0], [0.0, 0.0, 0.0], [0.0, -0.1, 0.0], [0.0, 0.0, 0.0], [0.0, 0.0, 0.0], [0.0, 0.0, 0.0], [0.0, 0.0, 0.0], [0.0, 0.1, -0.1], [0.0, -0.1, -0.1], [0.0, 0.0, 0.1], [0.1, 0.0, 0.0], [0.0, 0.0, 0.0], [0.0, 0.1, 0.0], [0.0, 0.0, 0.0], [0.0, 0.0, 0.0], [0.0, 0.1, -0.1], [0.2, -0.1, 0.1], [0.1, -1.1, -0.5]], "mulliken_charge": [-1.0511, -0.6002, 0.4487, -0.1295, 0.2070, -0.9688, -0.4877, -0.4510, 0.1858, 0.6092, 0.2407, -0.6779, -0.2761, 0.3241, 0.5392, 0.4249, 0.5422, -0.1951, 0.5427, -0.7643, 0.2607, -0.3428, -0.7473, 0.0861, 0.6478, 0.8287, -0.6699, -0.5734, -0.8877, -0.2592, 0.8204, 0.2719, 0.0472, 0.2638, 0.2498, 0.5487, 0.4344, 0.4670, 0.3680, -0.7207, 0.0847, -0.7868, 0.3970, 0.2554, 0.0771, 0.1541, 0.2105, 0.4048, -0.4044, 0.4741, -0.4226]}